C31H58NO19PS | the ωB97M-V functional and the def2-TZVPD basis

Each line ends with the Löwdin charge.
Geometry (Å):
O  -2.247  0.930  3.086  0.038
C  -3.146  0.562  3.824  -0.235
C  -3.701  -0.836  3.717  -0.066
C  -5.218  -0.981  3.815  -0.263
O  -5.498  -2.265  3.131  0.052
C  -6.712  -2.222  2.527  -0.449
O  -7.157  -3.094  1.823  0.139
C  -7.355  -0.902  2.912  -0.182
C  -8.091  -1.111  4.261  -0.163
O  -9.488  -0.921  4.090  -0.105
N  -10.104  -2.168  3.746  -0.003
O  -11.055  -1.997  3.108  0.095
C  -6.094  -0.035  2.994  -0.260
P  -6.511  1.632  3.651  0.222
O  -8.072  1.843  3.389  -0.168
O  -5.840  2.660  2.631  -0.160
S  -6.053  1.911  5.506  0.347
H  -3.536  1.243  4.593  0.078
H  -3.337  -1.289  2.796  0.138
H  -3.252  -1.397  4.544  0.140
H  -5.541  -1.143  4.842  0.144
H  -8.100  -0.574  2.195  0.125
H  -7.767  -0.394  5.018  0.090
H  -7.900  -2.112  4.657  0.140
H  -5.595  0.070  2.027  0.151
H  -8.568  1.632  4.190  0.071
H  -5.164  2.189  2.126  0.078
O  -7.494  3.346  0.240  0.115
C  -8.089  2.489  -0.347  -0.518
O  -7.964  1.207  0.074  -0.021
C  -8.764  0.142  -0.458  -0.230
C  -8.194  -0.413  -1.746  -0.054
C  -8.919  2.791  -1.574  0.016
H  -9.801  0.462  -0.565  0.119
H  -8.753  -0.633  0.305  0.103
H  -8.172  0.340  -2.534  0.069
H  -8.792  -1.255  -2.093  0.086
H  -7.171  -0.753  -1.588  0.085
H  -8.252  2.863  -2.432  0.098
H  -9.401  3.753  -1.422  0.093
H  -9.693  2.059  -1.787  0.068
O  4.661  3.295  2.507  0.072
C  3.690  2.582  2.583  -0.533
O  2.494  3.128  2.359  0.005
C  1.270  2.370  2.297  -0.221
C  0.683  2.135  3.670  -0.054
C  3.777  1.129  2.981  0.032
H  1.391  1.432  1.749  0.076
H  0.596  2.994  1.711  0.126
H  1.346  1.528  4.291  0.072
H  -0.275  1.622  3.572  0.046
H  0.528  3.082  4.189  0.085
H  3.851  1.074  4.067  0.098
H  4.676  0.701  2.543  0.074
H  2.934  0.528  2.649  0.074
O  0.483  -0.315  0.898  0.089
C  0.552  -0.738  -0.227  -0.511
O  0.102  -1.979  -0.471  0.008
C  -0.014  -2.522  -1.793  -0.229
C  1.289  -3.098  -2.299  -0.061
C  1.184  0.066  -1.335  0.026
H  -0.428  -1.779  -2.476  0.116
H  -0.759  -3.311  -1.698  0.121
H  2.065  -2.338  -2.384  0.057
H  1.149  -3.553  -3.279  0.088
H  1.654  -3.856  -1.605  0.082
H  2.266  -0.056  -1.273  0.098
H  0.931  1.114  -1.187  0.095
H  0.853  -0.204  -2.335  0.072
O  6.055  -0.241  0.053  0.094
C  6.895  0.616  0.105  -0.523
O  8.157  0.294  -0.254  -0.005
C  9.203  1.263  -0.361  -0.242
C  9.849  1.558  0.976  -0.064
C  6.597  1.995  0.631  0.006
H  8.838  2.167  -0.851  0.112
H  9.930  0.812  -1.034  0.121
H  9.139  1.992  1.679  0.069
H  10.678  2.255  0.852  0.081
H  10.229  0.637  1.419  0.083
H  6.603  1.968  1.718  0.087
H  5.604  2.281  0.301  0.084
H  7.288  2.764  0.295  0.075
O  4.650  -2.303  -3.082  0.094
C  5.147  -3.388  -3.209  -0.512
O  5.385  -3.833  -4.457  0.005
C  6.090  -5.047  -4.730  -0.238
C  5.186  -6.260  -4.666  -0.064
C  5.432  -4.279  -2.025  0.025
H  6.957  -5.142  -4.074  0.113
H  6.473  -4.922  -5.741  0.123
H  4.770  -6.400  -3.669  0.067
H  5.740  -7.160  -4.936  0.082
H  4.352  -6.141  -5.358  0.084
H  4.504  -4.773  -1.738  0.092
H  5.760  -3.653  -1.202  0.093
H  6.195  -5.032  -2.204  0.070
O  2.146  0.884  -5.090  0.099
C  2.931  1.487  -4.411  -0.528
O  2.772  2.819  -4.266  -0.005
C  3.552  3.598  -3.356  -0.239
C  4.886  4.004  -3.946  -0.065
C  4.119  0.800  -3.778  0.013
H  3.664  3.077  -2.403  0.108
H  2.949  4.482  -3.161  0.123
H  5.507  3.137  -4.171  0.067
H  5.429  4.644  -3.249  0.080
H  4.733  4.549  -4.877  0.083
H  4.909  0.688  -4.519  0.102
H  3.812  -0.187  -3.445  0.056
H  4.519  1.319  -2.909  0.066

Summary:
HOMO energy in eV: -9.3803
SMILES string: O=CC[C@@H]1OC(=O)[C@@H](CON=O)[C@H]1P(O)(O)=S.CCOC(C)=O.CCOC(C)=O.CCOC(C)=O.CCOC(C)=O.CCOC(C)=O.CCOC(C)=O
2S+1: 1
E_LUMO in eV: -0.2
Energy above the lowest of the compared OMol25 structures with the same formula, charge and spin in eV: 0.000